{
  "formula": "C16H42NO8P2S",
  "method": "ωB97M-V with the def2-TZVPD basis set",
  "charge": 1,
  "homo_energy_ev": -12.0590,
  "energy_ev": -64550.242,
  "spin_multiplicity": 1,
  "elements": ["N", "C", "C", "C", "C", "S", "H", "H", "H", "H", "H", "H", "H", "H", "H", "H", "H", "H", "O", "P", "O", "C", "C", "O", "C", "C", "O", "C", "C", "H", "H", "H", "H", "H", "H", "H", "H", "H", "H", "H", "H", "H", "H", "H", "O", "P", "O", "C", "C", "O", "C", "C", "O", "C", "C", "H", "H", "H", "H", "H", "H", "H", "H", "H", "H", "H", "H", "H", "H", "H"],
  "positions_angstrom": [[5.751760, 1.966883, -3.105069], [5.605726, 3.431039, -2.980710], [4.163648, 3.947859, -3.210543], [3.211322, 2.932113, -3.858970], [2.419365, 2.161876, -2.768918], [1.113360, 3.159413, -1.995620], [5.003615, 1.469137, -2.639220], [6.580450, 1.711590, -2.581915], [5.912319, 3.722957, -1.973583], [6.286440, 3.903544, -3.682814], [3.756876, 4.304653, -2.262512], [4.242959, 4.807120, -3.873295], [2.453074, 3.471518, -4.428810], [3.717149, 2.192088, -4.471095], [1.998254, 1.238045, -3.155434], [3.113518, 1.941231, -1.958607], [0.853254, 4.087597, -2.937082], [1.730875, 3.885373, -1.046558], [-1.031664, -0.076034, 3.597803], [0.448638, -0.033058, 3.465645], [0.926597, -0.602457, 4.911575], [0.707063, -1.980172, 5.226646], [1.632246, -2.904705, 4.455303], [0.736652, 1.555283, 3.689049], [-0.312187, 2.523156, 3.601713], [-0.933406, 2.789778, 4.957081], [1.962945, -0.212046, 2.825480], [2.076131, -0.621406, 1.450899], [1.386412, 0.347462, 0.506198], [-0.339170, -2.240249, 5.042353], [0.887345, -2.083544, 6.295069], [1.367898, -2.927943, 3.392607], [1.562001, -3.923202, 4.836117], [2.665308, -2.567108, 4.529338], [-1.065725, 2.212863, 2.876627], [0.139978, 3.441241, 3.218681], [-1.180064, 1.862639, 5.472033], [-1.841386, 3.385084, 4.854511], [-0.235261, 3.332688, 5.594749], [1.658354, -1.624561, 1.333194], [3.140623, -0.680143, 1.229258], [0.304879, 0.364230, 0.675007], [1.557046, 0.052160, -0.531693], [1.757217, 1.364815, 0.662017], [-4.754759, -2.906005, -1.488460], [-3.483176, -2.163715, -1.486874], [-3.378032, -1.389964, -2.909503], [-4.317927, -0.354138, -3.199532], [-4.060549, 0.905828, -2.390029], [-2.363330, -3.317122, -1.708571], [-2.705949, -4.706084, -1.648200], [-3.055483, -5.249895, -3.018268], [-2.405766, -1.233032, -0.687454], [-2.648728, -0.930734, 0.707753], [-2.737680, -2.174046, 1.562871], [-5.334682, -0.718104, -3.030971], [-4.218871, -0.137169, -4.262327], [-4.298001, 0.750492, -1.334438], [-4.679262, 1.727354, -2.751866], [-3.010458, 1.194911, -2.450430], [-3.515530, -4.872669, -0.939277], [-1.830024, -5.226643, -1.257740], [-3.764976, -4.604472, -3.534812], [-3.486165, -6.248298, -2.937623], [-2.163525, -5.308858, -3.643939], [-3.564941, -0.341054, 0.797686], [-1.820454, -0.305900, 1.037887], [-3.607067, -2.780421, 1.288835], [-2.834396, -1.900007, 2.612475], [-1.852703, -2.799062, 1.436304]],
  "forces_ev_per_angstrom": [[0.0, 0.2, 0.0], [-0.2, -0.4, 0.7], [0.6, -0.3, -0.7], [-0.9, 0.4, 1.1], [1.4, 0.3, -0.6], [-0.9, -1.0, 0.2], [0.0, 0.0, 0.1], [0.2, -0.2, -0.2], [0.1, 0.4, -0.1], [0.0, 0.0, -0.1], [-0.1, 0.1, 0.0], [-0.1, 0.1, 0.1], [0.2, -0.1, -0.5], [0.1, 0.1, -0.2], [-0.5, 0.1, 0.2], [-0.3, -0.2, 0.3], [0.3, 0.2, 0.2], [0.2, 0.3, -0.4], [-0.1, -1.9, -3.1], [1.8, 3.9, 6.4], [0.0, -0.3, -0.6], [0.0, -0.3, 0.1], [0.0, 0.1, -0.2], [0.1, -0.1, -1.0], [-0.2, 0.1, 0.2], [0.1, 0.0, 0.2], [-1.9, -1.5, -2.1], [0.1, 0.0, -0.1], [-0.1, 0.2, 0.0], [0.0, 0.1, 0.0], [0.0, 0.1, 0.0], [0.0, -0.1, 0.0], [0.0, 0.0, 0.0], [0.0, 0.0, 0.1], [0.0, -0.1, 0.1], [0.1, -0.1, 0.0], [-0.1, -0.1, -0.2], [0.0, 0.0, 0.0], [0.0, 0.0, 0.0], [0.1, 0.0, -0.1], [0.0, 0.0, 0.1], [0.0, 0.0, -0.1], [0.0, -0.1, 0.0], [0.1, 0.0, 0.1], [-0.9, 1.7, 2.2], [3.5, -2.5, -4.2], [-0.1, 0.2, 0.7], [-0.2, 0.2, -0.1], [0.0, -0.1, 0.2], [0.0, 0.2, 0.4], [-0.1, -0.3, -0.2], [0.1, 0.1, -0.2], [-2.3, 0.4, 1.1], [0.0, 0.0, 0.3], [-0.1, -0.2, -0.1], [0.0, 0.0, 0.0], [0.1, -0.1, 0.0], [0.0, 0.0, 0.0], [0.0, 0.0, 0.0], [0.0, 0.0, -0.1], [-0.1, 0.1, -0.1], [0.1, 0.1, 0.0], [-0.1, 0.0, 0.1], [0.0, 0.0, 0.0], [0.0, 0.0, 0.0], [0.0, 0.0, 0.0], [0.0, 0.0, -0.1], [0.0, 0.1, 0.0], [0.0, 0.0, 0.0], [0.1, 0.1, 0.0]]
}